# 1
{
  "formula": "C4H7BrNO2",
  "method": "wB97M-V/def2-TZVPD",
  "symbols": ["C", "C", "C", "C", "N", "O", "O", "Br", "H", "H", "H", "H", "H", "H", "H"],
  "positions_angstrom": [[0.0549, -0.5756, -2.3874], [-0.9445, 0.7847, 0.2991], [1.2101, 0.0327, 1.6915], [0.2543, 0.4173, 0.5690], [0.8780, -0.9242, -1.4423], [-1.2181, -1.2540, -2.2490], [0.2362, -0.0281, -3.4370], [-1.6183, 1.5927, 3.2701], [-1.4106, 1.0889, -0.5865], [-1.6528, 0.8682, 1.2048], [-1.4407, -1.6053, -1.3521], [0.5740, 0.3174, 2.6213], [2.1383, 0.6124, 1.4454], [1.2490, -0.9964, 1.7918], [1.6903, -0.3306, -1.4387]],
  "forces_ev_per_a": [[-2.12, -2.45, -0.33], [0.24, -0.13, 1.33], [-1.98, 2.97, -1.43], [-0.54, -1.87, 0.66], [1.11, 0.87, 3.79], [-0.23, 0.60, 0.29], [-0.10, 1.34, -1.12], [-0.26, 0.07, 0.62], [-0.33, -0.18, -1.55], [1.23, 0.49, -0.14], [1.12, 0.64, -0.93], [1.04, 0.59, -1.26], [-0.58, -0.83, 1.11], [0.86, -2.11, -0.38], [0.53, 0.01, -0.66]],
  "lowdin_charge": [-0.782, -0.054, -0.080, -0.041, 0.087, -0.042, 0.029, -0.374, 0.064, -0.080, 0.088, 0.024, 0.095, 0.040, 0.027],
  "mol_weight_g_mol": 181.01,
  "homo_lumo_gap_ev": [6.7, 6.7],
  "relative_energy_kcal_mol": 107.4,
  "charge": -1,
  "lumo_energy_ev": [2.0, 2.0]
}

---

# 2
{
  "formula": "CH2FIO",
  "method": "wB97M-V/def2-TZVPD",
  "symbols": ["C", "O", "F", "I", "H", "H"],
  "positions_angstrom": [[-0.0285, -0.1613, -1.9406], [-0.7124, 0.2736, 1.4639], [0.8335, 0.6507, -1.3268], [0.5612, -2.1143, -1.6218], [-0.2183, 0.9244, 0.9377], [-0.4355, 0.4269, 2.4876]],
  "forces_ev_per_a": [[0.30, 1.31, 0.25], [1.01, 0.57, 3.39], [-0.58, -0.77, -0.40], [0.27, -0.56, 0.16], [-0.11, -0.18, 0.56], [-0.88, -0.38, -3.96]],
  "lowdin_charge": [-0.562, -0.146, -0.170, 0.754, 0.003, 0.121],
  "mol_weight_g_mol": 175.93,
  "homo_lumo_gap_ev": 8.7,
  "relative_energy_kcal_mol": 66.3,
  "charge": 0,
  "lumo_energy_ev": -0.9
}

---

# 3
{
  "formula": "C16H22N2O3",
  "method": "wB97M-V/def2-TZVPD",
  "symbols": ["C", "H", "O", "C", "C", "N", "C", "O", "C", "H", "C", "C", "O", "N", "C", "H", "H", "C", "H", "H", "C", "C", "C", "C", "C", "C", "C", "H", "H", "H", "H", "H", "H", "H", "H", "H", "H", "H", "H", "H", "H", "H", "H"],
  "positions_angstrom": [[0.9872, 3.0798, -0.5903], [1.0106, 4.1747, -0.6120], [0.1683, 2.5759, -1.6273], [0.4787, 3.0559, -2.9110], [1.7741, 2.4523, -3.4908], [1.7745, 1.0187, -3.3227], [2.4314, 0.4423, -2.2840], [3.3049, 1.0069, -1.6648], [1.9556, -0.9794, -1.9845], [1.9187, -1.5415, -2.9202], [2.8419, -1.6482, -0.9344], [2.0758, -1.5225, 0.3727], [2.4818, -1.7829, 1.4817], [0.8356, -1.0678, 0.0851], [0.5641, -0.9031, -1.3190], [-0.0915, -1.7062, -1.6837], [0.0677, 0.0592, -1.4907], [-0.1588, -0.7930, 1.0857], [0.3633, -0.7538, 2.0451], [-0.6133, 0.1832, 0.8829], [-1.2517, -1.8734, 1.1436], [-2.2099, -1.5719, 2.2587], [-3.3654, -0.8388, 2.0229], [-4.2298, -0.5326, 3.0592], [-3.9458, -0.9537, 4.3467], [-2.7931, -1.6807, 4.5924], [-1.9304, -1.9856, 3.5552], [-1.0310, -2.5519, 3.7490], [-2.5660, -2.0108, 5.5955], [-4.6206, -0.7162, 5.1559], [-5.1272, 0.0356, 2.8611], [-3.5927, -0.5088, 1.0186], [-0.7724, -2.8402, 1.3087], [-1.7842, -1.9038, 0.1906], [3.0272, -2.7011, -1.1466], [3.8005, -1.1369, -0.8397], [0.9915, 0.5258, -3.7252], [2.6501, 2.8301, -2.9603], [1.8532, 2.7106, -4.5495], [-0.3722, 2.7620, -3.5339], [0.5573, 4.1522, -2.9123], [2.0082, 2.6930, -0.6496], [0.5340, 2.7462, 0.3412]],
  "forces_ev_per_a": [[0.12, 0.02, 0.08], [-0.03, 0.01, 0.03], [-0.12, -0.07, -0.05], [0.17, -0.07, -0.17], [-0.22, 0.22, 0.27], [-0.10, 0.14, -0.38], [-0.23, -0.52, -0.31], [0.24, 0.13, 0.32], [0.23, 0.08, 0.18], [-0.04, 0.07, 0.05], [0.11, 0.05, -0.04], [0.24, -0.08, -0.23], [0.19, -0.12, 0.35], [-0.19, 0.30, -0.14], [-0.33, -0.13, -0.18], [0.03, 0.11, -0.03], [0.03, -0.11, -0.05], [-0.05, -0.22, 0.17], [-0.08, 0.06, -0.08], [0.03, -0.03, 0.05], [0.17, 0.25, 0.07], [-0.05, -0.09, -0.11], [0.02, -0.02, 0.01], [-0.09, 0.07, 0.02], [-0.07, 0.03, 0.07], [0.01, -0.01, 0.09], [-0.01, 0.01, -0.03], [0.11, -0.08, 0.02], [0.02, -0.03, 0.08], [-0.05, 0.01, 0.06], [-0.07, 0.04, -0.01], [-0.02, 0.02, -0.11], [0.00, -0.01, -0.06], [0.00, -0.08, -0.01], [-0.03, -0.02, 0.03], [-0.06, -0.08, 0.03], [0.09, -0.08, 0.12], [-0.07, 0.00, -0.15], [0.04, 0.07, 0.07], [0.08, 0.10, -0.02], [-0.05, -0.05, -0.03], [-0.04, 0.04, 0.01], [0.05, 0.06, 0.05]],
  "lowdin_charge": [-0.087, 0.091, -0.205, -0.210, -0.147, 0.067, -0.462, 0.076, -0.175, 0.146, -0.027, -0.451, 0.072, -0.053, -0.096, 0.127, 0.118, -0.128, 0.131, 0.130, -0.126, -0.245, -0.048, -0.089, -0.097, -0.084, -0.042, 0.117, 0.102, 0.099, 0.100, 0.111, 0.125, 0.111, 0.129, 0.125, 0.144, 0.119, 0.121, 0.122, 0.122, 0.076, 0.089],
  "mol_weight_g_mol": 290.36,
  "homo_lumo_gap_ev": 9.5,
  "relative_energy_kcal_mol": 25.8,
  "smiles": "COCCNC(=O)[C@H]1CC(=O)N(CCc2ccccc2)C1",
  "charge": 0,
  "lumo_energy_ev": 0.6
}

---

# 4
{
  "formula": "C48H56BF4N2PSSbV",
  "method": "wB97M-V/def2-TZVPD",
  "symbols": ["V", "C", "C", "C", "P", "C", "C", "C", "C", "C", "C", "C", "C", "C", "C", "N", "C", "C", "C", "C", "C", "C", "C", "C", "C", "H", "H", "H", "H", "H", "H", "H", "H", "H", "H", "H", "H", "H", "H", "H", "H", "H", "H", "H", "H", "H", "H", "H", "H", "H", "H", "H", "H", "H", "H", "H", "S", "C", "C", "C", "C", "C", "N", "H", "H", "H", "H", "C", "C", "C", "C", "C", "C", "C", "Sb", "C", "C", "C", "C", "C", "C", "C", "C", "C", "C", "C", "C", "C", "C", "H", "H", "H", "H", "H", "H", "H", "H", "H", "H", "H", "H", "H", "H", "H", "H", "H", "H", "H", "H", "H", "F", "B", "F", "F", "F"],
  "positions_angstrom": [[-0.8093, -0.6884, -0.7111], [-1.1048, -4.1077, -2.4365], [-1.7025, -3.1804, -3.4920], [-3.0363, -3.7155, -4.0028], [-1.7909, -1.4377, -2.8505], [-1.4954, -0.3794, -4.3437], [-1.7882, 1.0808, -4.0175], [-2.1160, -0.7935, -5.6764], [-3.4849, -1.2212, -2.2355], [-4.5789, -0.9066, -3.0332], [-5.8500, -0.7027, -2.5142], [-6.9985, -0.3078, -3.3967], [-6.0016, -0.8279, -1.1325], [-4.9411, -1.1387, -0.3112], [-3.6472, -1.3479, -0.8285], [-2.5612, -1.6033, -0.0434], [-2.6929, -2.1032, 1.2382], [-1.9703, -1.4973, 2.2922], [-1.1623, -0.2471, 2.1133], [-2.0384, -2.0234, 3.5742], [-2.8022, -3.1407, 3.8810], [-2.8887, -3.6711, 5.2835], [-3.4779, -3.7549, 2.8382], [-3.4262, -3.2817, 1.5335], [-4.1074, -4.0798, 0.4576], [-0.0498, -3.8927, -2.2688], [-1.1979, -5.1510, -2.7510], [-1.6198, -3.9949, -1.4798], [-0.9963, -3.1229, -4.3310], [-3.7516, -3.7993, -3.1822], [-2.8951, -4.7093, -4.4360], [-3.4896, -3.0729, -4.7581], [-0.4050, -0.4782, -4.4402], [-2.8438, 1.2383, -3.7873], [-1.5259, 1.7050, -4.8753], [-1.2229, 1.4229, -3.1526], [-3.2021, -0.6846, -5.6769], [-1.8808, -1.8233, -5.9508], [-1.7293, -0.1476, -6.4686], [-4.4387, -0.8081, -4.1048], [-6.8333, -0.6311, -4.4268], [-7.1391, 0.7769, -3.4137], [-7.9367, -0.7524, -3.0573], [-6.9759, -0.6550, -0.6857], [-5.0843, -1.1839, 0.7611], [-1.7759, 0.6493, 2.0706], [-0.4972, -0.1958, 1.2240], [-0.4471, -0.1468, 2.9310], [-1.4787, -1.5324, 4.3647], [-2.1462, -3.1999, 5.9288], [-2.7210, -4.7502, 5.3142], [-3.8719, -3.4835, 5.7242], [-4.0443, -4.6624, 3.0325], [-4.0958, -5.1419, 0.7123], [-3.6129, -3.9461, -0.5029], [-5.1470, -3.7759, 0.3157], [1.4343, 0.2495, -1.5385], [1.8284, -1.3372, -0.9699], [3.1026, -1.9201, -1.0354], [3.3009, -3.1649, -0.4827], [2.2394, -3.8362, 0.1347], [1.0076, -3.2136, 0.1457], [0.8100, -2.0159, -0.4073], [3.9060, -1.3646, -1.4991], [4.2837, -3.6199, -0.5152], [2.3687, -4.8064, 0.5923], [0.1294, -3.6676, 0.5945], [3.3041, 5.7320, 1.4212], [3.2175, 5.0543, 2.7574], [3.5393, 5.7875, 3.8963], [3.4966, 5.2255, 5.1616], [3.1214, 3.9004, 5.3019], [2.8016, 3.1634, 4.1735], [2.8488, 3.7115, 2.8966], [2.2032, 2.2956, 1.3753], [3.2727, 2.9265, -0.3802], [4.5748, 2.5336, -0.6521], [5.2118, 2.9008, -1.8291], [4.5350, 3.6727, -2.7566], [3.2215, 4.0425, -2.5104], [2.5681, 3.6697, -1.3410], [1.1189, 4.0149, -1.1826], [3.5464, 0.7770, 2.1060], [2.9525, -0.4817, 2.1892], [3.6258, -1.5803, 2.6964], [4.9329, -1.4302, 3.1278], [5.5375, -0.1888, 3.0506], [4.8633, 0.9255, 2.5499], [5.5908, 2.2432, 2.5668], [3.5434, 6.7900, 1.5408], [2.3624, 5.6659, 0.8777], [4.0662, 5.2778, 0.7901], [3.8312, 6.8261, 3.7811], [3.7518, 5.8218, 6.0293], [3.0727, 3.4394, 6.2813], [2.5163, 2.1210, 4.3004], [5.1103, 1.9043, 0.0515], [6.2286, 2.5767, -2.0173], [5.0172, 3.9715, -3.6799], [2.6768, 4.6177, -3.2511], [0.7654, 4.6143, -2.0221], [0.8972, 4.5670, -0.2681], [0.5043, 3.1145, -1.1322], [1.9341, -0.6111, 1.8417], [3.1308, -2.5407, 2.7445], [5.4824, -2.2762, 3.5239], [6.5608, -0.0686, 3.3928], [5.6894, 2.6040, 3.5939], [5.0758, 3.0173, 2.0053], [6.5958, 2.1306, 2.1525], [-3.5224, 1.9697, 0.5320], [-2.3788, 2.2936, -0.1772], [-2.6048, 3.2687, -1.1344], [-1.3383, 2.6544, 0.6888], [-1.9351, 1.0781, -0.8983]],
  "forces_ev_per_a": [[-0.11, 0.50, -0.23], [-0.02, -0.04, 0.07], [0.14, 0.09, -0.19], [-0.04, -0.03, 0.04], [-0.09, 0.06, 0.04], [0.06, -0.13, 0.02], [-0.06, 0.08, 0.03], [-0.08, -0.06, -0.02], [-0.05, -0.02, 0.06], [-0.15, 0.02, -0.03], [0.12, -0.02, -0.01], [-0.12, 0.03, -0.10], [0.03, -0.01, -0.05], [0.00, -0.04, -0.01], [-0.24, 0.00, -0.17], [0.36, -0.06, -0.18], [0.01, -0.19, 0.49], [-0.13, -0.28, -0.07], [0.37, 0.18, -0.44], [-0.01, -0.10, 0.07], [0.01, 0.05, -0.01], [-0.01, -0.05, 0.14], [0.02, -0.02, -0.05], [0.14, 0.16, 0.00], [-0.04, 0.00, -0.04], [-0.01, 0.03, 0.01], [0.02, -0.01, -0.01], [0.00, -0.01, 0.00], [-0.04, -0.02, 0.03], [0.00, 0.00, -0.01], [-0.01, -0.01, -0.02], [0.03, 0.01, 0.01], [-0.04, 0.00, -0.01], [0.01, 0.00, -0.02], [0.01, 0.03, 0.01], [0.02, 0.00, -0.01], [0.05, 0.01, -0.01], [0.00, 0.01, 0.03], [0.01, 0.01, 0.00], [-0.04, 0.00, 0.06], [0.00, 0.01, 0.01], [0.00, -0.01, 0.01], [0.01, 0.00, 0.00], [-0.01, 0.01, -0.02], [0.01, -0.01, 0.01], [-0.08, 0.08, -0.04], [-0.07, -0.06, 0.44], [-0.07, 0.09, 0.06], [0.00, 0.00, 0.01], [0.00, 0.00, -0.01], [-0.01, 0.00, 0.00], [0.01, 0.00, -0.01], [0.00, 0.00, 0.02], [-0.01, 0.03, 0.00], [0.02, 0.00, -0.04], [-0.02, 0.03, -0.02], [-0.07, -0.19, 0.05], [0.20, 0.18, -0.11], [0.11, -0.13, 0.04], [-0.04, 0.00, -0.02], [-0.09, 0.11, -0.01], [0.13, -0.21, 0.03], [-0.15, -0.13, 0.18], [0.00, 0.00, 0.00], [0.01, 0.01, 0.01], [0.00, -0.01, 0.00], [0.05, -0.03, 0.01], [-0.04, 0.11, -0.06], [0.01, -0.01, 0.05], [0.03, 0.06, 0.02], [0.03, 0.03, 0.06], [0.00, -0.01, 0.11], [-0.09, -0.16, 0.11], [-0.02, 0.08, -0.13], [-0.22, -0.06, 0.04], [-0.08, 0.15, -0.01], [0.13, -0.14, 0.13], [0.06, 0.00, -0.04], [0.04, 0.01, -0.06], [0.00, 0.02, -0.04], [0.17, -0.04, -0.03], [-0.24, 0.04, 0.03], [-0.01, -0.02, -0.17], [-0.05, -0.09, -0.04], [-0.02, -0.05, 0.01], [0.03, -0.10, 0.03], [0.06, 0.10, -0.02], [0.10, 0.05, 0.10], [0.15, 0.07, 0.00], [0.00, -0.03, -0.01], [-0.04, -0.02, -0.03], [0.07, -0.05, -0.06], [0.00, 0.00, 0.01], [-0.01, -0.01, 0.00], [0.01, 0.01, 0.00], [0.00, 0.06, -0.01], [-0.06, 0.05, -0.05], [-0.01, 0.01, 0.00], [0.00, -0.01, 0.01], [0.01, 0.00, 0.00], [0.00, -0.02, 0.02], [0.04, 0.03, 0.05], [-0.04, -0.07, -0.02], [-0.08, -0.02, 0.01], [-0.01, -0.04, 0.00], [-0.01, 0.00, 0.00], [-0.01, 0.00, 0.00], [0.00, 0.02, -0.01], [0.03, -0.04, -0.02], [0.00, 0.00, 0.03], [0.03, -0.06, -0.04], [0.07, 0.10, 0.16], [0.03, -0.05, -0.03], [-0.08, -0.07, -0.17], [-0.01, 0.19, 0.05]],
  "lowdin_charge": [0.492, -0.121, -0.521, -0.115, 1.073, -0.531, -0.110, -0.117, -0.289, -0.064, -0.289, -0.071, -0.042, -0.022, -0.321, -0.057, -0.216, -0.181, -0.028, -0.023, -0.293, -0.070, -0.030, -0.202, -0.045, 0.060, 0.076, 0.056, 0.101, 0.075, 0.075, 0.059, 0.099, 0.081, 0.079, 0.053, 0.060, 0.059, 0.075, 0.088, 0.068, 0.076, 0.069, 0.109, 0.121, 0.090, 0.025, 0.083, 0.111, 0.068, 0.071, 0.074, 0.114, 0.075, 0.055, 0.079, 0.632, -0.770, -0.095, -0.084, -0.088, -0.143, -0.089, 0.103, 0.103, 0.095, 0.119, -0.049, -0.301, -0.065, -0.101, -0.102, -0.161, -0.345, 1.576, -0.375, -0.131, -0.097, -0.095, -0.057, -0.346, -0.081, -0.329, -0.146, -0.095, -0.092, -0.062, -0.302, -0.070, 0.075, 0.066, 0.076, 0.102, 0.094, 0.097, 0.094, 0.081, 0.095, 0.095, 0.105, 0.084, 0.063, 0.050, 0.065, 0.096, 0.097, 0.108, 0.089, 0.042, 0.084, 0.141, -1.235, 0.134, 0.085, -0.032],
  "mol_weight_g_mol": 983.54,
  "homo_lumo_gap_ev": [6.2, 6.6],
  "relative_energy_kcal_mol": 0.0,
  "charge": -1,
  "spin_multiplicity": 4,
  "lumo_energy_ev": [2.4, 2.4]
}

---

# 5
{
  "formula": "C7H12N2",
  "method": "wB97M-V/def2-TZVPD",
  "symbols": ["C", "C", "C", "C", "C", "C", "C", "H", "H", "H", "H", "H", "H", "H", "H", "H", "H", "H", "H", "N", "N"],
  "positions_angstrom": [[2.2579, 0.1465, -1.2956], [2.6065, 0.4731, 0.1206], [-0.2207, 1.5672, 0.3360], [-0.6936, 0.4038, 1.1633], [-1.5575, -0.5159, 0.3250], [-0.9645, -1.7364, -0.2465], [-2.8283, -0.2196, 0.2864], [1.5419, -0.7045, -1.3692], [1.6793, 0.9685, -1.7263], [3.0653, -0.1807, -2.0085], [3.4502, 0.1276, 0.6667], [-1.0328, 2.0896, -0.1681], [-1.3033, 0.6847, 2.0017], [0.2011, -0.1159, 1.4934], [-0.3483, -2.1166, 0.5974], [-1.6319, -2.5602, -0.4396], [-0.2170, -1.4589, -1.0955], [-3.2797, 0.6475, 0.7793], [-3.6339, -0.6787, -0.3276], [1.9617, 1.2490, 0.7979], [0.9475, 1.9297, 0.1094]],
  "forces_ev_per_a": [[0.00, -1.27, -1.48], [1.94, -2.15, -2.50], [-2.09, -0.33, 0.28], [0.94, -0.67, -0.70], [-0.16, 0.26, 0.59], [2.66, 0.16, -0.07], [-3.06, 0.65, -0.97], [0.46, 0.41, 0.45], [0.44, 0.05, -0.03], [-0.37, 0.63, 1.07], [0.89, -1.01, -0.14], [0.20, 0.30, -0.09], [0.00, 0.53, 0.47], [-0.09, -0.16, 0.40], [0.12, -0.04, -0.64], [-0.44, 0.16, -0.72], [-1.50, -0.88, 1.25], [0.63, -0.07, 0.17], [1.05, -0.37, 0.38], [-2.81, 3.50, 1.90], [1.20, 0.28, 0.38]],
  "lowdin_charge": [-0.066, -0.244, -0.166, -0.139, -0.409, -0.058, 0.022, 0.051, 0.068, 0.088, 0.098, 0.117, 0.113, 0.097, 0.090, 0.074, 0.095, 0.069, 0.077, 0.005, 0.018],
  "mol_weight_g_mol": 124.19,
  "homo_lumo_gap_ev": 10.2,
  "relative_energy_kcal_mol": 58.5,
  "smiles": "C=C(C)C/C=N\\N=C/C",
  "charge": 0,
  "lumo_energy_ev": 1.0
}

---

- Number 2 is which compound?
  CH2FIO